A gas-phase ion, C6H11O (charge -1) in a non-equilibrium geometry, computed with the ωB97M-V functional and the def2-TZVPD basis.

XYZ file:
```
18
Properties=species:S:1:pos:R:3
C -1.64059 0.45015 1.18954
O -1.11142 1.64619 0.84987
C -0.82555 -0.84163 0.95790
C -0.07651 -1.04303 -0.42023
C 0.65092 0.15583 -0.85822
C 0.31856 0.99303 -1.90472
C 1.95781 0.25597 -0.02896
H -1.79813 0.39269 2.33297
H -2.58658 0.32664 0.68568
H 0.03535 -0.90600 1.68360
H -1.43116 -1.80806 0.95279
H 0.48142 -2.03549 -0.42304
H -0.94753 -1.21803 -1.08171
H 1.09190 1.84893 -2.18735
H -0.75691 1.06923 -2.18939
H 2.62306 -0.65116 -0.47569
H 2.35844 1.30204 -0.13338
H 1.65693 0.06271 1.05035
```

The LUMO energy comes out at 4.0819 eV. The gap between HOMO and LUMO is 6.1987 eV. Its HOMO energy is -2.12 eV. Its strongest force on any atom is 0.06082 Eh/bohr. The total charge is -1.

These are the Mulliken partial charges, in e, on atoms 1 to 2: C -0.568; O -0.843